DFT (the ωB97M-V functional and the def2-TZVPD basis) results for C41H60BCrN12OS5 as an isolated structure.

Results
Total energy ... -146697.350 eV
Energy above the lowest of the compared OMol25 structures with the same formula, charge and spin ... 8.30 kJ/mol

```
! wB97M-V def2-TZVPD RIJCOSX def2/J DEFGRID3
* xyz 1 5
Cr -0.854 -0.539 0.031
C -2.194 1.602 4.689
C -1.034 2.564 4.429
C -1.454 3.771 3.593
C -0.513 3.067 5.775
N 0.062 1.832 3.724
C 1.344 1.678 4.224
C 2.040 0.954 3.332
N 1.199 0.641 2.284
B 1.670 -0.080 1.008
N 1.871 -1.601 1.231
C 2.624 -2.163 2.241
C 2.591 -3.500 2.093
N 1.805 -3.777 0.988
C 1.382 -2.603 0.463
S 0.380 -2.396 -0.925
C 1.497 -5.153 0.481
C 2.160 -6.174 1.403
C -0.017 -5.377 0.516
C 2.076 -5.302 -0.924
N 2.944 0.528 0.446
C 4.143 -0.112 0.177
C 4.960 0.776 -0.413
N 4.275 1.979 -0.521
C 3.020 1.823 0.002
S 1.748 2.919 0.096
C 4.804 3.204 -1.185
C 3.953 3.512 -2.418
C 6.242 2.951 -1.634
C 4.801 4.361 -0.187
C -0.002 1.219 2.515
S -1.366 1.251 1.456
H -2.976 2.131 5.234
H -1.860 0.764 5.304
H -2.618 1.215 3.766
H -2.207 4.334 4.146
H -1.871 3.475 2.634
H -0.597 4.422 3.412
H -1.331 3.583 6.277
H 0.302 3.782 5.657
H -0.193 2.251 6.422
H 1.657 2.101 5.157
H 3.079 0.675 3.333
H 0.822 0.094 0.165
H 3.110 -1.570 2.994
H 3.044 -4.268 2.689
H 1.783 -6.105 2.424
H 3.247 -6.081 1.407
H 1.920 -7.168 1.029
H -0.423 -5.074 1.483
H -0.218 -6.440 0.378
H -0.531 -4.822 -0.263
H 3.158 -5.170 -0.910
H 1.640 -4.586 -1.617
H 1.860 -6.306 -1.292
H 4.318 -1.146 0.415
H 5.968 0.651 -0.754
H 3.957 2.656 -3.098
H 4.381 4.366 -2.943
H 2.926 3.744 -2.144
H 6.305 2.161 -2.384
H 6.896 2.708 -0.795
H 6.617 3.867 -2.087
H 3.798 4.558 0.183
H 5.177 5.259 -0.679
H 5.455 4.134 0.656
N -4.450 -2.538 -0.224
C -4.959 -2.303 -1.509
C -5.713 -3.265 -2.172
C -6.235 -2.986 -3.425
C -5.986 -1.764 -4.038
C -5.214 -0.812 -3.389
C -4.720 -1.070 -2.117
S -3.834 0.113 -1.165
N -2.698 -1.002 -0.512
C -3.245 -2.028 0.191
C -2.545 -2.531 1.300
C -2.974 -3.613 2.113
C -2.289 -3.915 3.255
C -1.160 -3.152 3.607
C -0.761 -2.150 2.750
N -1.387 -1.847 1.612
H -4.817 -3.335 0.267
H -5.893 -4.227 -1.706
H -6.832 -3.734 -3.930
H -6.391 -1.555 -5.018
H -5.006 0.145 -3.852
H -3.851 -4.187 1.847
H -2.621 -4.729 3.887
H -0.612 -3.334 4.520
H 0.105 -1.548 2.990
O -0.524 0.522 -1.551
C -0.648 0.399 -2.791
C -0.005 1.410 -3.697
C 1.021 0.822 -4.703
C 1.196 -0.696 -4.647
C 0.004 -1.467 -5.219
C -1.330 -0.895 -4.746
N -1.307 -0.623 -3.317
H 0.455 2.137 -3.031
H -0.811 1.932 -4.219
H 1.985 1.292 -4.507
H 0.743 1.114 -5.718
H 1.374 -1.004 -3.612
H 2.095 -0.977 -5.199
H 0.079 -2.520 -4.936
H 0.018 -1.430 -6.311
H -2.157 -1.573 -4.948
H -1.556 0.038 -5.266
H -1.747 -1.264 -2.666
C -2.039 6.334 0.874
N -1.674 5.383 -0.153
C -2.521 4.524 -0.745
N -3.761 4.437 -0.217
S -2.074 3.652 -2.095
H -1.173 6.949 1.103
H -2.350 5.841 1.798
H -2.843 6.994 0.538
H -0.752 5.406 -0.556
H -3.991 4.832 0.678
H -4.375 3.747 -0.610
*
```